DFT (wB97M-V/def2-TZVPD) results for a molecular structure, C14H11AuN5Se4 at a distorted geometry.

```
! wB97M-V def2-TZVPD RIJCOSX def2/J DEFGRID3
* xyz 1 1
Au -0.86 1.28 0.78
N 3.58 0.02 0.77
C 2.41 0.63 0.98
N 1.28 0.26 0.47
C 1.23 -0.84 -0.38
N 0.13 -1.26 -0.92
N -0.97 -0.55 -0.62
C -2.10 -0.88 -1.10
C -3.28 -0.08 -0.75
C -4.54 -0.38 -1.24
C -5.61 0.42 -0.86
C -5.39 1.49 -0.01
C -4.10 1.72 0.43
N -3.08 0.95 0.07
C 2.47 -1.56 -0.65
C 2.52 -2.68 -1.49
C 3.71 -3.32 -1.72
C 4.88 -2.85 -1.12
C 4.86 -1.75 -0.29
C 3.65 -1.10 -0.06
H 4.42 0.36 1.20
H 2.41 1.50 1.63
H -2.20 -1.74 -1.77
H -4.69 -1.22 -1.90
H -6.61 0.21 -1.23
H -6.20 2.13 0.30
H -3.86 2.54 1.10
H 1.59 -3.01 -1.93
H 3.74 -4.19 -2.36
H 5.82 -3.36 -1.30
H 5.77 -1.39 0.17
Se -1.09 3.30 2.26
Se -1.50 6.03 4.22
Se 0.62 5.64 4.37
Se 1.00 3.69 2.99
*
```

total energy: -10555.06923 a.u.
highest occupied orbital energy (alpha / beta): -10.176 / -10.175 eV
ΔE to the lowest compared entry with this formula, charge and spin: 43.4 kJ/mol
molar mass: 762.084 u
orbital gap (alpha / beta): 0.16092 / 0.16063 hartree
LUMO energy (alpha / beta): -5.80 / -5.80 eV

DFT (wB97M-V/def2-TZVPD) results for a molecular structure, C14H11ClF6GaNO8S2Si at a distorted geometry.

```
! wB97M-V def2-TZVPD RIJCOSX def2/J DEFGRID3
* xyz 0 1
Ga 1.25 -0.81 0.28
O 2.18 -3.62 2.45
Cl 2.25 -2.22 2.36
O 3.05 -1.62 3.34
O 0.91 -1.65 2.33
O 2.79 -1.88 1.00
F 5.02 -0.39 -2.64
C 4.74 0.34 -1.58
F 4.79 -0.43 -0.50
F 5.60 1.34 -1.48
S 3.00 1.00 -1.74
O 2.19 -0.20 -1.45
O 2.86 1.52 -3.05
N 2.78 2.11 -0.66
S 2.90 1.84 0.89
O 4.22 1.75 1.40
O 1.93 0.83 1.34
C 2.15 3.41 1.52
F 2.89 4.45 1.16
F 0.92 3.54 1.01
F 2.07 3.35 2.84
C -2.60 -1.30 -4.18
C -2.63 0.05 -3.90
C -2.10 0.52 -2.70
C -1.53 -0.36 -1.78
C -1.50 -1.72 -2.09
C -2.04 -2.19 -3.28
Si -0.90 0.27 -0.13
C -2.09 -0.10 1.28
C -2.92 0.91 1.77
C -3.87 0.63 2.74
C -4.01 -0.66 3.22
C -3.19 -1.67 2.74
C -2.24 -1.39 1.78
H -3.01 -1.67 -5.11
H -3.06 0.75 -4.61
H -2.13 1.58 -2.48
H -1.05 -2.41 -1.39
H -2.01 -3.25 -3.50
H -0.65 1.72 -0.23
H -2.82 1.93 1.40
H -4.51 1.43 3.11
H -4.75 -0.88 3.98
H -3.29 -2.68 3.12
H -1.59 -2.18 1.41
*
```

total energy: -5266.56344 a.u.
highest occupied orbital energy: -9.711 eV
ΔE to the lowest compared entry with this formula, charge and spin: 55.7 kJ/mol
molar mass: 632.625 u
orbital gap: 0.32571 hartree
LUMO energy: -0.85 eV

DFT (wB97M-V/def2-TZVPD) results for 2 unconnected molecules or ions with the total composition C14H11ClNO3S at a distorted geometry.

```
! wB97M-V def2-TZVPD RIJCOSX def2/J DEFGRID3
* xyz -1 1
C 0.57 -5.99 1.80
C -0.38 -5.71 0.83
C -0.83 -4.42 0.65
C -0.33 -3.38 1.45
N -0.77 -2.12 1.28
C -0.32 -1.12 1.97
O 0.14 -0.32 2.64
C 0.63 -3.68 2.42
C 1.07 -4.97 2.59
H 0.91 -7.00 1.94
H -0.77 -6.50 0.21
H -1.56 -4.19 -0.10
H 1.01 -2.88 3.03
H 1.81 -5.19 3.35
Cl -4.14 1.59 -0.86
C -2.77 2.58 -1.05
S -1.21 2.04 -0.37
C -0.01 3.11 -1.19
C 0.66 2.69 -2.31
C 1.61 3.50 -2.89
C 1.88 4.74 -2.35
C 1.20 5.16 -1.23
C 0.26 4.35 -0.65
O -1.28 2.51 1.06
O -0.92 0.66 -0.91
H -2.87 3.53 -1.53
H 0.46 1.70 -2.71
H 2.15 3.17 -3.76
H 2.64 5.37 -2.79
H 1.42 6.12 -0.79
H -0.27 4.64 0.25
*
```

total energy: -1678.88864 a.u.
highest occupied orbital energy: -2.062 eV
molar mass: 308.766 u
orbital gap: 0.17966 hartree
LUMO energy: 2.83 eV

DFT (wB97M-V/def2-TZVPD) results for 2 unconnected molecules or ions with the total composition C14H11F17O4 at a distorted geometry.

```
! wB97M-V def2-TZVPD RIJCOSX def2/J DEFGRID3
* xyz 0 1
O -0.57 2.73 3.49
C -1.77 2.36 3.50
O -2.09 1.02 3.92
C -2.60 0.30 2.73
C -2.56 -1.29 3.07
F -1.83 -1.59 4.24
F -3.94 -1.63 3.35
C -2.16 -2.11 1.77
F -2.64 -1.43 0.60
F -2.94 -3.33 1.80
C -0.64 -2.59 1.65
F -0.59 -3.38 0.44
F -0.43 -3.55 2.70
C 0.46 -1.43 1.61
F 0.38 -0.54 2.74
F 0.09 -0.60 0.49
C 1.98 -1.91 1.57
F 2.22 -3.00 0.66
F 2.23 -2.50 2.86
C 3.09 -0.78 1.42
F 4.36 -1.47 1.51
F 3.14 0.16 2.50
C 3.15 0.06 0.07
F 4.46 0.67 0.07
F 2.27 1.19 0.04
C 3.12 -0.78 -1.30
F 4.03 -1.86 -1.35
F 1.86 -1.26 -1.68
F 3.52 0.13 -2.33
H -2.62 3.07 3.22
H -1.90 0.59 1.87
H -3.68 0.64 2.50
O -0.93 1.30 -0.82
C -0.79 1.64 -1.97
O -1.42 0.97 -2.96
C -1.48 1.40 -4.32
C -0.26 0.96 -5.09
C 0.14 2.76 -2.34
H -1.65 2.48 -4.39
H -2.37 0.93 -4.75
H 0.66 1.39 -4.69
H -0.34 1.24 -6.15
H -0.14 -0.13 -5.03
H 1.16 2.37 -2.42
H 0.11 3.51 -1.55
H -0.12 3.27 -3.26
*
```

total energy: -2538.60311 a.u.
highest occupied orbital energy: -10.610 eV
molar mass: 566.204 u
orbital gap: 0.39263 hartree
LUMO energy: 0.07 eV

DFT (wB97M-V/def2-TZVPD) results for a molecular structure, C14H11FN2O10PtSe at a distorted geometry.

```
! wB97M-V def2-TZVPD RIJCOSX def2/J DEFGRID3
* xyz -2 3
Pt 0.15 -1.24 -3.48
C 1.05 3.13 1.09
C 0.29 2.12 1.95
C 1.18 1.17 2.81
C 0.25 0.30 3.59
C -0.78 -0.34 2.73
C -1.37 -1.53 3.08
C -2.10 -2.34 2.20
F -2.64 -3.50 2.74
C -2.02 -2.06 0.88
C -1.43 -0.83 0.46
C -1.37 -0.53 -1.06
O -1.53 -1.42 -1.92
C -0.97 0.83 -1.32
C -0.63 1.68 -0.30
N -0.47 1.30 1.00
C -0.90 0.03 1.41
C -0.86 1.47 -2.60
O -0.84 2.68 -2.71
O -0.66 0.68 -3.63
H 1.77 3.67 1.70
H 0.43 3.88 0.56
H 1.62 2.60 0.32
H -0.41 2.50 2.68
H 1.76 1.83 3.43
H 1.85 0.53 2.28
H -0.15 0.90 4.44
H 0.82 -0.52 4.02
H -1.45 -1.91 4.10
H -2.42 -2.68 0.13
H -0.38 2.74 -0.50
O 2.74 -0.14 0.30
N 2.00 0.03 -0.72
O 1.74 1.19 -1.07
O 1.47 -0.96 -1.24
O 1.63 -2.58 -4.09
Se 0.89 -3.08 -5.53
O 0.60 -4.70 -5.60
O -0.59 -2.38 -5.27
O 1.71 -2.53 -6.87
*
```

total energy: -4022.44960 a.u.
highest occupied orbital energy (alpha / beta): -2.023 / -2.923 eV
ΔE to the lowest compared entry with this formula, charge and spin: 77.5 kJ/mol
molar mass: 660.282 u
orbital gap (alpha / beta): 0.22859 / 0.26164 hartree
LUMO energy (alpha / beta): 4.20 / 4.20 eV

DFT (wB97M-V/def2-TZVPD) results for a molecular structure, C14H11I2NS6Ti.

```
! wB97M-V def2-TZVPD RIJCOSX def2/J DEFGRID3
* xyz 0 1
Ti -0.47 0.48 -0.65
S 3.98 -0.12 -0.53
C 3.77 1.34 -1.40
C 2.46 1.68 -1.53
C 1.58 0.76 -0.91
C 2.28 -0.28 -0.34
C 1.59 -1.42 0.24
C 2.20 -2.55 0.75
C 1.40 -3.59 1.20
C 0.02 -3.50 1.10
C -0.53 -2.35 0.58
N 0.24 -1.33 0.16
H 4.63 1.88 -1.76
H 2.15 2.57 -2.06
H 3.27 -2.61 0.81
H 1.86 -4.49 1.60
H -0.62 -4.31 1.41
H -1.61 -2.22 0.39
I -3.08 0.45 0.34
C -3.33 -1.54 -0.59
I -0.98 0.27 -3.13
H -3.73 -1.22 -1.56
H -4.20 -1.86 0.00
C -0.57 4.08 -2.10
S -0.19 5.20 -0.73
C 1.12 4.35 0.09
C 1.05 3.20 0.77
S -0.38 2.21 0.93
S 2.50 2.69 1.60
C 3.53 3.97 1.05
S 5.12 4.06 1.42
S 2.69 5.13 0.08
H -1.26 4.62 -2.75
H -1.05 3.18 -1.74
H 0.32 3.83 -2.67
*
```

total energy: -4428.79296 a.u.
highest occupied orbital energy: -7.692 eV
ΔE to the lowest compared entry with this formula, charge and spin: 256.2 kJ/mol
molar mass: 687.326 u
orbital gap: 0.21633 hartree
LUMO energy: -1.80 eV

DFT (wB97M-V/def2-TZVPD) results for a molecular structure, C14H11MoN9O5SSe at a distorted geometry.

```
! wB97M-V def2-TZVPD RIJCOSX def2/J DEFGRID3
* xyz 2 1
Mo -0.15 -0.41 0.13
N 0.10 2.34 -2.11
C 1.17 1.97 -1.38
N 2.39 2.43 -1.29
N 3.00 1.68 -0.37
N 2.23 0.78 0.12
N 1.03 0.93 -0.51
C -1.11 1.74 -1.88
N -2.22 1.98 -2.51
N -3.15 1.19 -1.93
N -2.68 0.48 -1.00
N -1.34 0.78 -0.89
H 0.17 3.04 -2.84
O -1.77 -2.92 -1.72
Se -0.39 -3.17 -1.09
O -1.74 -1.36 0.47
O 0.34 -1.55 -1.20
O -0.73 -2.21 0.87
O -0.09 0.34 1.76
S 0.43 1.10 3.09
C -0.95 2.11 3.52
C -2.26 1.63 3.50
C -3.26 2.49 3.92
C -2.95 3.79 4.34
C -1.64 4.24 4.34
C -0.62 3.40 3.92
C 0.41 -0.13 4.39
C 0.18 -1.48 4.14
C 0.22 -2.36 5.22
C 0.49 -1.89 6.49
C 0.73 -0.54 6.71
C 0.69 0.35 5.65
H -2.50 0.64 3.16
H -4.29 2.16 3.92
H -3.75 4.45 4.66
H -1.40 5.25 4.66
H 0.41 3.73 3.91
H -0.02 -1.85 3.16
H 0.02 -3.41 5.04
H 0.51 -2.58 7.32
H 0.95 -0.17 7.70
H 0.89 1.41 5.82
*
```

total energy: -4276.02120 a.u.
highest occupied orbital energy: -15.676 eV
ΔE to the lowest compared entry with this formula, charge and spin: 196.2 kJ/mol
molar mass: 592.267 u
orbital gap: 0.21800 hartree
LUMO energy: -9.74 eV

DFT (wB97M-V/def2-TZVPD) results for a molecular structure, C14H11N2O2ReS6Sb.

```
! wB97M-V def2-TZVPD RIJCOSX def2/J DEFGRID3
* xyz 3 1
Re 1.13 0.56 1.47
S -3.07 -11.33 13.14
Sb -1.07 -10.71 13.52
S 1.13 2.31 2.56
S 0.91 -1.04 2.74
S 0.92 -10.06 13.95
N -1.47 2.53 0.41
C -1.24 1.42 -0.27
N -0.29 0.50 0.04
C -0.32 -0.60 -0.88
C 0.47 -1.74 -0.86
C 0.28 -2.69 -1.86
C -0.67 -2.51 -2.86
C -1.47 -1.38 -2.87
C -1.28 -0.44 -1.87
S -2.17 1.05 -1.65
H -1.00 2.75 1.27
H -2.21 3.16 0.12
H 1.21 -1.92 -0.10
H 0.89 -3.58 -1.86
H -0.80 -3.26 -3.62
H -2.23 -1.23 -3.64
O 3.04 5.78 -3.40
C 3.17 5.64 -2.08
O 3.18 6.58 -1.34
C 3.22 4.24 -1.52
C 2.41 3.22 -2.00
C 2.37 2.00 -1.34
C 3.19 1.81 -0.23
S 3.16 0.25 0.62
C 4.05 2.81 0.23
C 4.04 4.03 -0.40
H 3.25 4.97 -3.89
H 1.78 3.38 -2.86
H 1.75 1.19 -1.72
H 4.70 2.64 1.08
H 4.65 4.85 -0.05
*
```

total energy: -3506.79328 a.u.
highest occupied orbital energy: -16.316 eV
ΔE to the lowest compared entry with this formula, charge and spin: 0.0 kJ/mol
molar mass: 739.623 u
orbital gap: 0.20657 hartree
LUMO energy: -10.70 eV

DFT (wB97M-V/def2-TZVPD) results for 2 unconnected molecules or ions with the total composition C14H12Br2F3INO6S at a distorted geometry.

```
! wB97M-V def2-TZVPD RIJCOSX def2/J DEFGRID3
* xyz -1 1
O 2.62 -1.85 1.90
C 1.91 -2.30 1.08
N 1.17 -2.78 0.22
C 0.34 -1.80 -0.40
C 0.77 -1.06 -1.39
I 2.69 -1.18 -2.22
C -0.15 -0.06 -1.98
O 0.03 0.44 -3.06
C -1.32 0.34 -1.15
C -1.87 1.67 -1.52
C -0.91 2.74 -1.00
C -1.60 4.07 -0.73
Br -1.95 4.23 1.19
C -1.76 -0.42 -0.17
C -2.94 -0.06 0.66
C -4.21 -0.40 -0.12
C -5.45 -0.43 0.74
Br -5.78 1.29 1.58
C -1.06 -1.69 0.10
O -1.57 -2.61 0.67
H -1.94 1.70 -2.60
H -2.85 1.83 -1.10
H -0.52 2.36 -0.08
H -0.06 2.84 -1.67
H -2.54 4.17 -1.24
H -0.94 4.87 -0.98
H -2.95 -0.66 1.56
H -2.90 0.98 0.92
H -4.11 -1.36 -0.62
H -4.37 0.34 -0.89
H -5.42 -1.22 1.47
H -6.30 -0.63 0.11
C 6.49 -1.89 2.00
F 5.70 -0.88 2.38
F 7.21 -2.25 3.07
F 5.69 -2.92 1.69
S 7.57 -1.42 0.58
O 8.34 -0.31 1.11
O 6.61 -1.07 -0.45
O 8.33 -2.62 0.33
*
```

total energy: -7190.47365 a.u.
highest occupied orbital energy: -5.637 eV
molar mass: 666.024 u
orbital gap: 0.21724 hartree
LUMO energy: 0.27 eV

DFT (wB97M-V/def2-TZVPD) results for a molecular structure, C14H12BrO4PV at a distorted geometry.

```
! wB97M-V def2-TZVPD RIJCOSX def2/J DEFGRID3
* xyz 1 1
V 2.65 0.58 1.36
O 0.30 0.30 4.59
C 0.52 0.49 3.45
O 1.69 0.69 2.90
C -0.56 0.62 2.35
P 0.19 0.08 0.79
C 0.00 1.24 -0.54
C 0.21 0.76 -1.84
C 0.13 1.62 -2.92
C -0.16 2.96 -2.72
C -0.35 3.44 -1.43
C -0.26 2.59 -0.34
C -0.37 -1.55 0.32
C 0.44 -2.68 0.48
C -0.06 -3.93 0.14
C -1.36 -4.05 -0.35
C -2.16 -2.92 -0.51
C -1.67 -1.67 -0.17
H -0.87 1.66 2.22
H -1.43 0.05 2.60
H 0.43 -0.30 -1.99
H 0.28 1.24 -3.93
H -0.23 3.64 -3.56
H -0.56 4.50 -1.28
H -0.38 2.99 0.65
H 1.44 -2.59 0.89
H 0.56 -4.81 0.27
H -1.74 -5.02 -0.62
H -3.17 -3.02 -0.89
H -2.30 -0.79 -0.30
Br 3.64 -1.25 0.36
O 2.62 2.03 0.36
O 2.53 3.09 -0.32
*
```

total energy: -4700.66792 a.u.
highest occupied orbital energy (alpha / beta): -12.860 / -12.865 eV
molar mass: 406.068 u
orbital gap (alpha / beta): 0.25427 / 0.25451 hartree
LUMO energy (alpha / beta): -5.94 / -5.94 eV

DFT (wB97M-V/def2-TZVPD) results for a molecular structure, C14H12CaN5O4S2.

```
! wB97M-V def2-TZVPD RIJCOSX def2/J DEFGRID3
* xyz -1 1
Ca -1.39 0.29 -0.47
N -1.34 5.45 2.46
C -0.67 4.96 1.65
N 0.16 4.47 0.74
C -0.11 3.34 0.22
N -0.25 2.29 -0.29
O -3.63 -2.41 5.12
S -2.57 -2.35 4.15
O -1.75 -3.53 3.98
N -3.10 -1.83 2.70
C -2.52 -0.71 2.35
O -2.68 -0.12 1.25
C -1.56 -0.15 3.37
C -0.77 0.99 3.30
C 0.06 1.27 4.37
C 0.10 0.44 5.49
C -0.69 -0.71 5.55
C -1.51 -0.97 4.48
H -0.81 1.65 2.44
H 0.68 2.16 4.35
H 0.75 0.68 6.31
H -0.66 -1.37 6.41
S -1.51 -1.66 -5.07
C -1.70 -0.80 -3.69
N -1.84 -0.19 -2.69
C -0.87 -3.62 0.52
C 0.41 -3.36 1.33
C 0.97 -2.05 0.75
O -0.04 -1.54 -0.15
C -0.74 -2.70 -0.68
H -1.75 -3.36 1.11
H -0.96 -4.66 0.22
H 1.14 -4.16 1.20
H 0.18 -3.27 2.39
H 1.88 -2.20 0.17
H 1.14 -1.27 1.50
H -0.14 -3.11 -1.49
H -1.69 -2.36 -1.09
*
```

total energy: -2589.66260 a.u.
highest occupied orbital energy: -5.903 eV
ΔE to the lowest compared entry with this formula, charge and spin: 3.7 kJ/mol
molar mass: 418.493 u
orbital gap: 0.30581 hartree
LUMO energy: 2.42 eV

DFT (wB97M-V/def2-TZVPD) results for 5 unconnected molecules or ions with the total composition C14H12Cl12F5O6P at a distorted geometry.

```
! wB97M-V def2-TZVPD RIJCOSX def2/J DEFGRID3
* xyz 0 1
C -2.33 -2.79 -3.23
O -1.05 -2.19 -3.19
C -0.07 -3.07 -2.72
C -0.23 -3.49 -1.26
C -0.51 -2.69 -0.23
P -0.72 -0.88 -0.47
O -2.03 -0.55 -1.00
O 0.45 -0.40 -1.50
O -0.43 -0.05 0.90
C -0.64 -3.29 1.16
O -0.63 -2.59 2.11
C -0.84 -4.78 1.31
C -1.36 -5.44 2.59
F -0.71 -6.59 2.83
F -1.26 -4.69 3.68
C -2.87 -5.81 2.36
F -3.47 -4.75 1.83
F -3.45 -6.14 3.49
F -2.98 -6.85 1.55
C -0.55 -5.58 0.31
C -0.03 -4.96 -0.96
O 0.58 -5.63 -1.73
H -2.32 -3.78 -3.71
H -2.77 -2.89 -2.23
H -2.97 -2.13 -3.82
H -0.14 -4.00 -3.33
H 0.95 -2.70 -2.89
H 0.85 0.41 -1.15
H 0.46 -0.35 1.17
H -0.66 -6.65 0.41
C 1.04 3.18 2.14
Cl 2.33 4.38 2.20
Cl 1.11 2.27 0.63
Cl 1.14 2.08 3.53
H 0.09 3.69 2.18
C 6.04 6.21 1.58
Cl 5.16 5.37 0.30
Cl 6.85 7.64 0.94
Cl 4.95 6.65 2.90
H 6.79 5.54 1.97
C 1.57 7.68 -0.74
Cl 2.71 7.91 0.59
Cl 2.29 8.18 -2.27
Cl 1.05 5.99 -0.83
H 0.70 8.29 -0.56
C -2.38 4.15 -1.33
Cl -1.80 2.86 -0.27
Cl -1.77 3.93 -2.97
Cl -4.14 4.23 -1.32
H -2.00 5.10 -0.95
*
```

total energy: -7355.12614 a.u.
highest occupied orbital energy: -10.010 eV
molar mass: 827.644 u
orbital gap: 0.30348 hartree
LUMO energy: -1.75 eV